1.
Density functional theory data (ωB97M-V/def2-TZVPD) for C12H9ClIKN2OS5Sb as an isolated structure.

Positions of all 33 atoms, in Å:
1 K -0.19 0.51 -0.60
2 Cl 1.12 0.81 6.84
3 C 1.22 0.59 5.10
4 C 2.42 0.32 4.52
5 C 2.55 0.13 3.14
6 I 4.42 -0.28 2.35
7 C 1.46 0.21 2.25
8 O 1.52 0.07 1.01
9 C 0.17 0.50 2.91
10 N -0.91 0.58 2.09
11 C -2.08 0.88 2.59
12 C -2.30 1.09 3.96
13 C -1.23 1.00 4.81
14 C 0.05 0.70 4.30
15 H 3.30 0.24 5.15
16 H -2.90 0.95 1.87
17 H -3.29 1.33 4.32
18 H -1.35 1.16 5.88
19 S -3.05 0.60 -5.10
20 Sb -2.32 1.94 -3.36
21 S -3.18 1.39 -1.28
22 S 0.00 2.21 -3.24
23 S -0.60 -2.92 -1.83
24 C 0.03 -2.25 -3.22
25 N -0.61 -1.58 -4.16
26 C 0.20 -0.87 -5.15
27 C 1.52 -1.62 -5.22
28 S 1.75 -2.35 -3.58
29 H -1.56 -1.26 -4.01
30 H 0.33 0.16 -4.82
31 H -0.32 -0.87 -6.10
32 H 2.34 -0.95 -5.45
33 H 1.49 -2.42 -5.97

Results
relative energy (zero: lowest compared OMol25 entry of this formula, charge and spin) = 0.0 kcal/mol
HOMO-LUMO gap (alpha / beta) = 4.70 / 5.76 eV
total charge = -2
largest force on an atom = 0.909 eV/Å
spin multiplicity = 2
⟨S²⟩ = 0.76

2.
Density functional theory data (ωB97M-V/def2-TZVPD) for an isolated ion of composition C12H9ClN and charge +1 in a non-equilibrium geometry.

Positions of all 23 atoms, in Å:
1 C -0.89 -2.87 -1.02
2 C -2.04 -2.45 -1.69
3 C 2.17 1.80 1.08
4 C 1.36 2.67 1.84
5 C -0.15 -1.88 -0.30
6 C -2.39 -1.13 -1.82
7 C 1.58 0.77 0.41
8 C -0.02 2.49 1.70
9 C -0.49 -0.50 -0.32
10 C -1.57 -0.16 -1.23
11 C 0.22 0.53 0.47
12 C -1.67 1.15 -1.50
13 N -0.56 1.48 1.09
14 Cl -2.89 1.73 -2.50
15 H -0.71 -3.85 -0.87
16 H -2.66 -3.19 -2.09
17 H 3.18 1.87 0.89
18 H 1.68 3.63 2.25
19 H 0.56 -2.32 0.44
20 H -3.26 -0.80 -2.41
21 H 2.12 -0.05 -0.06
22 H -0.74 3.30 2.06
23 H -0.96 1.87 -1.08

Results
HOMO-LUMO gap = 6.83 eV
total charge = +1
largest force on an atom = 5.769 eV/Å

3.
Density functional theory data (ωB97M-V/def2-TZVPD) for C13H10AsClF6IrN3O6S3Sb as an isolated structure.

Positions of all 45 atoms, in Å:
1 Ir -0.38 0.12 -0.18
2 O 1.47 2.37 -5.21
3 C 2.39 1.55 -4.74
4 O 3.44 1.37 -5.31
5 C 2.09 0.83 -3.47
6 C 2.94 -0.07 -2.85
7 Cl 4.45 -0.66 -3.31
8 N 2.36 -0.52 -1.72
9 N 1.15 0.05 -1.58
10 C 0.97 0.85 -2.63
11 C -0.36 1.56 -2.69
12 O -0.62 2.35 -3.57
13 O -1.17 1.26 -1.71
14 C 2.76 -1.63 -0.89
15 C 3.80 -1.48 0.00
16 C 4.15 -2.56 0.80
17 C 3.46 -3.76 0.68
18 C 2.42 -3.90 -0.24
19 C 2.07 -2.82 -1.04
20 H 0.66 2.42 -4.64
21 H 4.31 -0.53 0.11
22 H 4.93 -2.45 1.53
23 H 3.72 -4.59 1.32
24 H 1.88 -4.83 -0.33
25 H 1.27 -2.91 -1.77
26 N 0.32 -1.15 1.28
27 C -0.45 -2.42 1.23
28 C -0.93 -2.70 -0.19
29 O -1.19 -3.82 -0.56
30 O -1.09 -1.62 -0.94
31 H 1.31 -1.34 1.15
32 H 0.27 -0.71 2.20
33 H -1.33 -2.32 1.87
34 H 0.15 -3.25 1.59
35 S -2.29 1.35 2.70
36 Sb -1.97 2.80 0.81
37 S 0.35 2.06 0.74
38 S -2.48 0.41 0.83
39 F 2.55 0.51 1.60
40 As 2.74 0.33 3.35
41 F 0.98 0.52 3.46
42 F 2.92 2.03 3.48
43 F 2.84 0.11 5.04
44 F 4.43 0.08 3.12
45 F 2.45 -1.39 3.12

Results
relative energy (zero: lowest compared OMol25 entry of this formula, charge and spin) = 0.3 kcal/mol
HOMO-LUMO gap (alpha / beta) = 8.07 / 6.28 eV
largest force on an atom = 0.166 eV/Å
spin multiplicity = 2
⟨S²⟩ = 0.76

4.
Density functional theory data (ωB97M-V/def2-TZVPD) for a 2-piece molecular cluster, C13H10Cl5O6 overall in a non-equilibrium geometry.

Positions of all 34 atoms, in Å:
1 Cl -2.26 3.23 3.40
2 C -1.41 1.76 3.16
3 C -2.10 0.56 3.01
4 Cl -3.80 0.51 3.12
5 C -1.44 -0.72 2.75
6 O -2.04 -1.78 2.66
7 C 0.10 -0.69 2.61
8 O 0.70 -1.73 2.34
9 C 0.73 0.59 2.85
10 Cl 2.44 0.65 2.78
11 C 0.02 1.76 3.13
12 Cl 0.85 3.22 3.43
13 C 3.70 -2.18 2.30
14 C 3.99 -3.53 1.75
15 O 2.91 -3.83 0.85
16 C 3.14 -5.04 0.31
17 C 2.11 -5.41 -0.66
18 Cl 2.23 -6.96 -1.25
19 C 1.25 -4.52 -1.44
20 O 0.80 -4.77 -2.55
21 O 1.00 -3.35 -0.82
22 C 0.26 -2.53 -1.74
23 C -0.01 -1.23 -1.04
24 O 4.11 -5.72 0.61
25 H 4.37 -1.95 3.13
26 H 3.85 -1.41 1.54
27 H 2.66 -2.09 2.62
28 H 4.92 -3.54 1.17
29 H 4.02 -4.29 2.54
30 H 0.88 -2.40 -2.63
31 H -0.67 -3.04 -2.00
32 H -0.67 -0.62 -1.65
33 H -0.48 -1.40 -0.07
34 H 0.91 -0.67 -0.88

Results
relative energy (zero: lowest compared OMol25 entry of this formula, charge and spin) = 2.2 kcal/mol
HOMO-LUMO gap = 1.81 eV
total charge = -1
largest force on an atom = 3.538 eV/Å

Total energy (computed, hartree): -4236.6588; -977.3006; -5951.6869; -3253.7707